A molecular structure, C18H20N6O3RuS, computed with the ωB97M-V functional and the def2-TZVPD basis.

Structure (XYZ):
```
49
Properties=species:S:1:pos:R:3:forces:R:3:mulliken_charge:R:1
Ru 0.061242 0.295003 -0.772024 -0.5 -0.5 -0.5 0.1939
N 4.297549 0.471201 -0.579742 0.0 0.0 0.0 0.1174
C 3.241270 0.403066 -1.379277 0.0 -0.1 0.0 -0.3807
N 2.154288 0.479262 -0.617178 0.1 0.1 -0.3 0.4793
C 2.638949 0.578377 0.656428 0.0 0.1 -0.1 0.1159
N 3.939215 0.576267 0.714464 0.0 0.0 0.1 -0.6744
C 1.647500 0.655552 1.713185 0.0 0.1 0.0 0.2960
C 1.899142 0.767497 3.069166 0.0 0.0 0.0 -0.6544
N 0.909690 0.823582 3.950799 0.0 0.0 0.1 -0.4561
C -0.328308 0.761096 3.491821 0.0 0.0 -0.1 -0.6178
C -0.611574 0.642758 2.132105 0.0 -0.1 0.1 -0.5081
N 0.381868 0.601174 1.251284 0.1 -0.1 0.1 0.9298
H 5.279565 0.441941 -0.829938 -0.1 0.0 0.0 0.2188
H 3.284358 0.300108 -2.451326 0.0 0.0 0.0 0.5031
H 2.917893 0.811088 3.434299 0.0 0.0 0.0 0.5062
H -1.136994 0.797415 4.210453 0.0 0.0 0.0 0.4096
H -1.621915 0.559744 1.766011 0.0 0.0 0.0 0.8893
S -1.643088 0.521606 -2.262736 0.2 0.7 0.4 -0.1942
C -2.993757 -0.369357 -1.789314 0.8 -0.2 -0.3 0.5460
N -3.913989 -0.975814 -1.467611 -0.5 -0.2 0.2 -0.3724
C 1.795485 3.937433 -0.760794 0.0 0.0 0.0 -1.2125
C 0.816855 3.134047 -1.579932 0.0 0.0 -0.1 -0.2909
O -0.163522 2.473483 -0.715509 0.1 0.1 0.1 0.1289
C -1.386487 3.292433 -0.639679 0.0 -0.1 0.0 -0.5003
C -2.304509 2.846381 0.459201 0.0 0.0 0.0 -1.1127
H 2.576130 4.335341 -1.409312 0.0 0.0 0.0 0.4376
H 2.265891 3.322637 0.008095 0.0 0.0 0.0 0.2139
H 1.310316 4.781941 -0.274191 0.0 0.0 0.0 0.3600
H 1.315299 2.354380 -2.161748 0.0 0.0 0.0 0.2659
H 0.267505 3.750804 -2.292499 0.0 0.0 0.0 0.4937
H -1.877242 3.242241 -1.611670 0.0 0.0 0.0 0.5041
H -1.038413 4.311657 -0.469839 0.0 0.0 0.0 0.3640
H -2.649733 1.820319 0.312813 0.0 0.0 0.0 0.0813
H -3.191297 3.479864 0.428238 0.0 0.0 0.0 0.4979
H -1.850293 2.962363 1.441852 0.0 0.0 0.0 0.3378
O -1.195814 -1.060993 -0.000044 -0.2 0.0 0.1 -0.4468
C -0.533625 -2.050644 -0.506850 -0.1 0.1 0.0 1.2483
O 0.504850 -1.604591 -1.129504 0.1 0.1 0.3 -0.7589
C -0.924790 -3.417716 -0.399896 0.0 -0.1 0.0 0.5082
C -0.031869 -4.419756 -0.807057 0.0 0.0 0.0 -0.3875
C -0.418615 -5.740103 -0.711878 0.0 0.0 0.0 -0.7021
C -1.684766 -6.054836 -0.224071 0.0 0.0 0.0 -0.3776
C -2.574566 -5.059750 0.170906 0.0 0.0 0.0 -0.8281
C -2.201896 -3.733416 0.087766 0.1 0.0 0.0 -0.2838
H 0.945675 -4.153832 -1.186361 0.0 0.0 0.0 0.4263
H 0.254921 -6.527891 -1.016800 0.0 0.0 0.0 0.4326
H -1.983579 -7.092242 -0.155341 0.0 0.0 0.0 0.4301
H -3.557322 -5.324717 0.533164 0.0 0.0 0.0 0.4327
H -2.887509 -2.946380 0.370068 0.0 0.0 0.0 0.3910
```
Forces are in eV/Å.

Calculated values
HOMO level (spin up / spin down): -15.05 / -15.05 eV
Energy: -47474.185 eV
Max |F|: 0.0167 Eh/bohr
Relative energy (zero: lowest compared OMol25 entry of this formula, charge and spin): 0.0 kJ/mol
Total charge: +2
2S+1: 1

=====

A molecular structure, C18H20N7O4S2Ti in a non-equilibrium geometry, computed with the ωB97M-V functional and the def2-TZVPD basis.

Structure (XYZ):
```
52
Properties=species:S:1:pos:R:3:forces:R:3:mulliken_charge:R:1
Ti -0.138708 0.556735 0.418071 -1.9 1.4 2.2 -0.5086
C -1.396208 -3.317065 -0.657029 0.0 0.2 -0.1 -1.8404
C -1.204608 -1.836965 -0.600629 -0.3 -0.3 1.2 0.9629
N -1.178908 -1.141765 0.541571 -0.4 -1.5 -0.7 0.9660
N -1.378308 -1.800065 1.727671 -0.2 -1.0 0.1 -0.7645
C -1.088608 -1.178565 2.892871 0.1 0.4 0.0 0.7054
N -1.324508 -1.784765 4.052971 0.0 0.0 -0.4 -0.4022
S -0.470208 0.401035 2.849671 -0.1 -0.3 0.4 -0.3993
C -0.975708 -1.020865 -1.751129 0.2 0.8 -0.9 0.7226
C -1.144208 -1.397365 -3.097529 0.0 -0.1 0.8 -1.0709
C -0.940008 -0.471465 -4.092329 0.2 0.5 0.1 -0.5670
C -0.539908 0.831735 -3.754529 -0.1 -0.5 0.1 -0.9510
C -0.360008 1.145635 -2.425829 0.1 0.4 -0.3 -0.3272
N -0.583808 0.257135 -1.443529 -0.6 -1.2 -2.1 0.5460
H -0.695608 -3.819165 0.014371 0.0 0.0 0.0 0.4387
H -1.194008 -3.683465 -1.657429 0.0 -0.1 0.0 0.4940
H -2.413808 -3.613665 -0.392229 0.0 0.0 0.0 0.3677
H -1.634608 -2.788265 1.698871 0.1 0.4 0.0 0.2988
H -1.711108 -2.712965 4.133871 0.0 0.0 0.0 0.2064
H -1.104308 -1.288865 4.905371 0.0 -0.1 -0.1 0.2487
H -1.447408 -2.402365 -3.341129 -0.1 -0.1 0.0 0.4438
H -1.083208 -0.739065 -5.126529 0.0 -0.1 -0.1 0.4954
H -0.365708 1.568935 -4.520329 0.0 0.1 0.0 0.5073
H -0.041708 2.141935 -2.113129 -0.1 -0.3 -0.1 0.5664
O 1.472592 -0.492865 0.290571 1.0 -0.8 -0.2 -0.5082
C 2.122792 0.603735 0.416371 1.5 -0.6 0.0 1.2949
O 1.392392 1.642435 0.516371 1.1 1.9 0.1 -0.4968
C 3.573292 0.631435 0.465471 0.4 0.0 0.0 0.1140
C 4.304792 -0.498865 0.075371 -0.2 0.1 0.1 -0.5089
C 5.684192 -0.487865 0.157971 -0.1 0.1 0.0 -0.7169
C 6.346592 0.630435 0.650471 -0.1 0.2 0.1 -0.4227
C 5.607392 1.735735 1.056271 -0.4 -0.7 -0.3 -0.1814
C 4.229592 1.764335 0.950671 -0.1 0.0 0.0 -0.2934
N 6.283592 2.897035 1.647071 -0.2 -0.3 -0.1 1.0321
O 5.565592 3.753035 2.101271 -0.1 0.5 0.2 -0.5881
O 7.484392 2.887635 1.640271 0.6 0.1 0.0 -0.5788
H 3.775892 -1.366165 -0.295729 0.0 0.0 0.0 0.4624
H 6.247292 -1.351565 -0.153929 0.1 -0.1 0.0 0.4393
H 7.422792 0.644335 0.737171 0.0 0.1 0.0 0.5200
H 3.681692 2.642035 1.266671 0.0 0.0 0.0 0.6511
S -1.638608 2.478135 0.464771 0.2 0.7 0.0 -0.3372
C -3.055308 1.575035 0.212371 -0.3 -0.1 -0.1 0.1591
N -3.571908 1.288835 -0.985029 0.0 0.1 0.2 0.0231
C -4.892308 0.682535 -0.876129 -0.4 -0.3 -0.2 -0.4953
C -5.086608 0.560035 0.649971 -0.4 -0.3 0.1 -0.4927
N -3.830808 1.079635 1.179071 0.1 0.2 -0.2 -0.0023
H -3.258208 1.734635 -1.832629 0.2 0.0 0.2 0.2658
H -4.902408 -0.288065 -1.377229 -0.1 0.1 0.1 0.2641
H -5.648408 1.317835 -1.341629 0.1 -0.1 0.1 0.3400
H -5.231608 -0.473965 0.968571 0.0 0.1 -0.1 0.2713
H -5.932508 1.151335 1.007771 0.1 -0.1 0.0 0.3437
H -3.731008 1.352735 2.145771 0.2 0.0 -0.1 0.3027
```
Forces are in eV/Å.

Calculated values
HOMO level (spin up / spin down): -13.49 / -14.88 eV
Energy: -82383.973 eV
Max |F|: 0.0631 Eh/bohr
Relative energy (zero: lowest compared OMol25 entry of this formula, charge and spin): 83.7 kJ/mol
Total charge: +2
2S+1: 2

=====

C18H20N8O3 in the gas phase in a non-equilibrium geometry, computed with the ωB97M-V functional and the def2-TZVPD basis.

Structure (XYZ):
```
49
Properties=species:S:1:pos:R:3:forces:R:3:mulliken_charge:R:1
O 3.162284 3.520942 -2.160704 0.6 0.4 0.1 -0.6507
O 4.403793 -1.628815 -2.280283 1.3 0.9 -0.1 -0.5398
N -4.171696 -2.018765 5.042112 -1.0 0.1 0.0 -0.5396
N -2.148121 -0.861991 4.995472 0.5 0.7 0.1 -0.6898
N -1.437187 0.275347 3.162867 0.7 1.4 -2.9 -0.6143
N -3.783358 -0.436415 1.752571 1.3 0.2 -0.3 -0.6178
O 6.245504 -0.304185 -2.544636 -1.1 -0.4 0.2 -0.4252
C 3.130651 2.323073 -2.392646 1.2 1.5 -1.2 0.1367
C 4.928828 -0.620014 -2.723575 -0.8 -1.4 0.2 0.6954
C -3.050728 -1.603502 5.582083 1.6 0.5 0.1 0.2355
C -1.606515 0.606335 1.860323 -1.0 -1.4 1.9 -0.3387
C -2.776686 0.217618 1.132668 -1.1 -0.8 1.2 0.7017
C 1.924532 0.406060 -1.312650 -0.5 0.6 -1.2 -0.6402
C 0.707115 2.253062 -2.249117 -0.5 1.0 -0.5 -0.7185
C 0.719351 -0.258394 -1.037601 1.4 0.5 0.3 -0.1298
C -0.485639 1.692187 -1.891352 -0.2 -1.2 0.9 -0.6116
C 1.919907 1.619469 -2.049111 -0.5 -2.3 1.6 0.1995
C -0.491970 0.394617 -1.282827 -0.2 0.2 -0.6 0.5322
C -4.434510 -1.565582 3.848270 -3.0 -2.0 -0.5 0.3305
C -2.411435 -0.433267 3.749692 0.7 -0.4 0.3 0.4330
C -3.567543 -0.786406 3.056289 0.3 1.0 -0.8 0.6628
N -2.764058 -2.028705 6.836915 -0.2 0.3 -0.2 -0.4544
N -5.664615 -2.021675 3.400894 0.8 0.7 -0.3 -0.4518
N 4.161658 1.740980 -3.120762 -1.1 -1.8 0.7 0.1201
N -1.672447 -0.262540 -0.987502 -1.4 0.2 -0.3 0.2060
C 5.345954 2.521140 -3.423744 1.1 -0.4 0.3 -1.0370
C -1.758267 -1.729074 -1.083371 -0.9 0.9 -0.2 -1.2116
C 4.084952 0.313266 -3.572407 0.9 1.3 -0.2 -0.8447
C -2.821285 0.449241 -0.371316 0.5 -0.3 0.2 -0.9157
H 6.599872 -0.977367 -1.928141 -0.1 0.3 -0.3 0.3740
H -0.826740 1.108380 1.308052 0.3 0.2 0.3 0.5504
H 2.880714 -0.001604 -0.984695 -0.3 -0.2 -0.2 0.4434
H 0.625664 3.254263 -2.684972 0.6 -0.4 0.0 0.3822
H 0.825331 -1.240502 -0.557181 -0.6 0.5 -0.1 0.4884
H -1.395895 2.259509 -2.083273 0.1 -0.4 0.1 0.3479
H -1.774479 -2.039459 6.976862 0.3 -0.2 0.6 0.2608
H -3.339717 -2.796673 7.101967 0.1 -0.5 0.5 0.2517
H -6.088883 -2.712353 4.007599 0.2 0.1 -0.3 0.2809
H -5.746443 -2.142272 2.409815 -0.3 0.1 -0.3 0.2527
H 6.151490 1.845681 -3.784579 -0.6 0.3 0.4 0.3543
H 5.132871 3.190855 -4.231911 -0.1 0.7 -0.4 0.3361
H 5.742289 3.106189 -2.554916 -0.6 -0.6 -0.7 0.3058
H -1.075738 -2.108997 -1.829220 0.3 0.1 -0.1 0.4309
H -2.770968 -2.050902 -1.396127 0.3 0.5 0.1 0.3156
H -1.584490 -2.201660 -0.140274 0.3 -0.5 0.7 0.3904
H 3.078976 -0.112027 -3.643649 0.2 0.5 0.6 0.3157
H 4.444382 0.253216 -4.602710 0.3 0.2 0.0 0.4672
H -2.816943 1.542332 -0.544061 0.3 -0.6 -0.3 0.3150
H -3.749765 0.049383 -0.775137 -0.1 0.0 0.1 0.3142
```
Forces are in eV/Å.

Calculated values
Structure (SMILES): CN(CC(=O)O)C(=O)c1ccc(N(C)Cc2cnc3nc(N)nc(N)c3n2)cc1
HOMO level: -7.87 eV
Energy: -37054.641 eV
Max |F|: 0.0717 Eh/bohr
Relative energy (zero: lowest compared OMol25 entry of this formula, charge and spin): 0.0 kJ/mol
Total charge: 0
2S+1: 1

=====

A gas-phase ion, C18H20NO3 (charge +1) in a non-equilibrium geometry, computed with the ωB97M-V functional and the def2-TZVPD basis.

Structure (XYZ):
```
42
Properties=species:S:1:pos:R:3:forces:R:3:mulliken_charge:R:1
C 1.910259 2.219420 4.651897 -0.1 0.1 0.2 -0.8220
O 0.628452 1.656210 4.328790 0.9 -0.8 -0.6 -0.4300
C 0.673150 0.701005 3.348297 -0.5 0.0 -0.3 1.0225
C -0.566599 0.127782 2.964821 0.2 0.0 -0.1 -0.6817
C -0.627846 -0.675983 1.836712 0.2 0.2 -0.8 -0.2688
C 0.524150 -0.881968 1.065769 0.3 -0.2 -0.9 0.2424
C 0.543815 -1.645405 -0.258505 -2.6 -3.1 1.0 -1.1842
O 1.458113 -2.710680 -0.042694 0.1 0.8 -1.2 -0.3421
C 1.310046 -3.962468 -0.743054 0.6 0.3 0.2 -0.7980
C 1.758945 -0.507440 1.562448 -0.2 0.5 -0.2 -0.8417
C 1.850533 0.308075 2.678539 -0.6 0.3 0.4 -0.4448
H 1.685872 2.973071 5.400184 0.2 0.1 0.0 0.2539
H 2.602020 1.473085 5.084951 -0.4 0.2 -0.2 0.3280
H 2.379409 2.688918 3.766924 -0.3 -0.2 0.4 0.3415
H -1.493935 0.341054 3.500572 0.5 0.1 0.1 0.4316
H -1.564060 -1.118887 1.482722 0.2 0.3 0.3 0.4095
H -0.425297 -2.100164 -0.478732 -0.4 -0.3 1.2 0.7576
H 2.312737 -4.213359 -1.105463 -0.2 0.0 -0.2 0.2834
H 1.046651 -4.761153 -0.026628 -0.3 0.5 -0.4 0.2507
H 0.617441 -3.905243 -1.600045 0.0 -0.1 0.5 0.3818
H 2.647743 -0.821872 1.026757 0.1 0.2 0.1 0.4422
H 2.812222 0.693257 2.975697 0.0 -0.1 0.1 0.4103
C -0.724961 2.999079 0.060494 -0.3 0.0 0.1 -1.0280
O -0.463000 1.621454 -0.332225 -0.6 0.6 -0.6 -0.1911
C -1.229915 1.138096 -1.362772 0.4 0.6 1.0 0.5285
C -2.381264 1.777132 -1.853822 0.5 -0.2 -0.2 -0.7221
C -2.986511 1.321748 -3.028216 0.5 -0.7 0.3 -0.6870
C -2.501318 0.180203 -3.669970 0.1 -0.6 -0.1 -0.9809
C -1.385448 -0.476165 -3.111311 -0.7 0.9 0.0 -0.5599
C -0.754434 -0.026451 -1.968252 0.6 0.0 0.5 1.0278
C 0.497799 -0.857984 -1.707958 1.1 1.8 0.6 1.3360
C 0.528248 -1.698562 -2.899802 -1.3 0.3 -1.1 -1.2188
N -0.592992 -1.522757 -3.640603 1.7 -0.4 1.1 0.1235
H 0.079530 3.301534 0.760693 -0.5 -0.4 -0.5 0.2130
H -0.726025 3.673663 -0.832951 0.0 -0.6 0.7 0.4238
H -1.712513 3.050142 0.581897 0.8 0.1 -0.4 0.3654
H -2.762068 2.657791 -1.350927 0.1 -0.1 -0.1 0.4832
H -3.833225 1.863059 -3.429546 0.0 -0.1 0.0 0.4119
H -3.000164 -0.223085 -4.552844 0.2 0.2 0.2 0.3704
H 1.397872 -0.273692 -1.374767 -0.4 0.0 -1.5 0.4380
H 1.336546 -2.352063 -3.222088 -0.4 -0.1 0.1 0.6416
H -0.869976 -2.030395 -4.484989 0.5 0.1 0.4 0.2824
```
Forces are in eV/Å.

Calculated values
Structure (SMILES): COc1ccc([C@H](OC)[C@H]2C=[NH+]c3cccc(OC)c32)cc1
HOMO level: -10.96 eV
Energy: -26614.056 eV
Max |F|: 0.0822 Eh/bohr
Relative energy (zero: lowest compared OMol25 entry of this formula, charge and spin): 142.3 kJ/mol
Total charge: +1
2S+1: 1

=====

C18H20O6 in the gas phase in a non-equilibrium geometry, computed with the ωB97M-V functional and the def2-TZVPD basis.

Structure (XYZ):
```
44
Properties=species:S:1:pos:R:3:forces:R:3:mulliken_charge:R:1
C 1.393094 1.348207 -1.363484 -0.2 0.2 0.0 -1.0931
H 1.723243 2.233853 -1.915853 0.0 0.0 0.0 0.3810
O 2.425793 0.402678 -1.233603 0.6 -0.1 0.1 -0.3105
C 3.485873 0.683354 -0.409186 -0.1 -0.1 -0.1 1.0955
C 3.724460 1.947454 0.116408 -0.1 0.0 -0.1 -0.4805
C 4.822520 2.198951 0.920215 0.0 0.0 0.0 -0.7249
C 5.706756 1.180057 1.215794 0.0 0.0 0.0 -0.4990
C 5.474422 -0.085711 0.713642 -0.2 -0.1 -0.2 -0.6132
C 4.374168 -0.359566 -0.091575 0.1 0.2 0.1 0.1823
O 4.300329 -1.662875 -0.512238 0.1 0.2 0.1 -0.4473
C 3.118540 -2.187048 -1.069318 -0.5 -0.3 -0.5 -0.6384
C 1.923354 -1.993145 -0.191797 0.5 0.0 0.9 0.6559
C 1.828502 -1.801789 1.164049 0.3 -0.2 -0.6 -0.7686
C 0.460757 -1.620126 1.435078 -0.6 0.0 -0.7 -0.3715
C -0.185793 -1.716366 0.224796 0.1 0.1 1.1 0.1579
C -1.597592 -1.590955 -0.125852 -0.1 -0.1 -0.4 0.4894
O -2.043780 -1.656421 -1.245490 0.2 0.0 0.1 -0.6289
O -2.340668 -1.387296 0.978008 0.3 0.1 0.1 -0.3429
C -3.746128 -1.249111 0.804860 -0.8 0.1 -0.1 -0.7713
H -4.046480 -1.703795 -0.144553 0.0 0.0 0.2 0.4208
H -4.215916 -1.780399 1.636045 0.1 0.0 -0.1 0.3019
C -4.175668 0.228484 0.850184 0.6 -0.2 0.1 0.2073
H -3.754511 0.673814 1.760345 0.0 0.0 -0.1 0.3066
O -5.586350 0.309864 0.959624 0.0 -0.2 0.2 -0.4743
C -6.112771 0.708208 -0.291461 -0.1 0.2 -0.3 -0.4693
C -5.074581 1.668957 -0.866445 -0.1 -0.1 0.2 -0.5500
H -5.148375 1.766937 -1.946435 0.0 0.1 -0.1 0.3305
H -5.187408 2.652001 -0.408434 -0.1 0.0 0.0 0.2620
C -3.768109 1.011425 -0.416080 -0.1 0.0 0.0 -0.5063
H -2.987307 1.739382 -0.205128 0.0 0.0 0.0 0.3319
H -3.404939 0.324650 -1.179911 0.0 0.0 0.0 0.2376
H -7.085589 1.164208 -0.106086 0.0 0.0 -0.1 0.3395
H -6.241425 -0.163369 -0.948868 0.0 0.1 0.0 0.2605
O 0.715701 -1.944762 -0.759334 -0.1 0.0 -0.5 -0.3755
H -0.000493 -1.441240 2.384059 -0.2 0.0 0.2 0.5816
H 2.637869 -1.786833 1.864958 0.2 0.0 0.1 0.5672
H 3.332557 -3.256264 -1.190730 -0.1 0.2 0.0 0.3724
H 2.906019 -1.758587 -2.055988 0.0 -0.1 0.2 0.2845
H 6.141482 -0.904065 0.933727 0.1 -0.1 0.0 0.4142
H 6.568747 1.363070 1.837929 0.1 0.0 0.1 0.3808
H 4.980523 3.193847 1.307019 0.0 0.1 0.0 0.3803
H 3.050338 2.756757 -0.114295 -0.1 0.0 0.0 0.4168
H 0.999901 1.649559 -0.387139 0.0 0.0 0.0 0.4424
H 0.608932 0.844017 -1.927443 0.0 0.1 0.0 0.2646
```
Forces are in eV/Å.

Calculated values
Structure (SMILES): COc1ccccc1OCc1ccc(C(=O)OC[C@H]2CCCO2)o1
HOMO level: -8.36 eV
Energy: -31274.015 eV
Max |F|: 0.0212 Eh/bohr
Relative energy (zero: lowest compared OMol25 entry of this formula, charge and spin): 247.4 kJ/mol
Total charge: 0
2S+1: 1